Entry 1:
{"formula": "C2H6BBrO2", "method": "wB97M-V/def2-TZVPD", "total_energy_ev": -76983.569, "total_charge": 0, "e_above_lowest_kj_mol": 370.4, "e_lumo_ev": 0.1, "symbols": ["Br", "O", "O", "C", "C", "B", "H", "H", "H", "H", "H", "H"], "coordinates": [[-1.80, -2.11, -1.47], [-0.63, 0.27, -0.68], [1.70, 0.34, -0.24], [0.16, 0.53, 1.75], [-0.70, -0.53, -2.02], [0.50, 0.42, 0.22], [-0.35, 1.40, 1.79], [1.82, 0.33, -1.27], [-0.55, -0.28, 1.88], [0.28, -0.94, -2.22], [1.07, 0.42, 2.41], [-1.51, 0.16, -0.15]]}



Entry 2:
{"formula": "C27H50Br3CsIKN6O6P", "method": "wB97M-V/def2-TZVPD", "total_energy_ev": -294404.112, "total_charge": 1, "e_lumo_ev": -3.7, "symbols": ["Cs", "I", "Br", "Br", "Br", "K", "P", "O", "O", "O", "O", "O", "O", "N", "N", "N", "N", "N", "N", "C", "C", "C", "C", "C", "C", "C", "C", "C", "C", "C", "C", "C", "C", "C", "C", "C", "C", "C", "C", "C", "C", "C", "C", "C", "C", "C", "H", "H", "H", "H", "H", "H", "H", "H", "H", "H", "H", "H", "H", "H", "H", "H", "H", "H", "H", "H", "H", "H", "H", "H", "H", "H", "H", "H", "H", "H", "H", "H", "H", "H", "H", "H", "H", "H", "H", "H", "H", "H", "H", "H", "H", "H", "H", "H", "H", "H"], "coordinates": [[1.49, -5.40, -0.98], [3.80, -6.11, 5.52], [-1.66, 2.95, 1.25], [-1.12, 0.33, 3.02], [-3.88, 1.95, 3.35], [4.21, -8.48, 3.97], [1.21, 1.15, -5.64], [2.76, -3.38, -0.52], [-3.54, 6.78, 3.55], [1.93, 1.09, -4.27], [5.41, -7.30, 7.76], [-3.11, -3.02, -0.88], [-2.96, -3.93, 1.31], [2.28, 2.37, -6.24], [1.84, -0.40, -6.08], [0.57, -1.48, 3.40], [1.19, -4.61, 3.78], [-5.45, 5.06, 2.26], [0.33, 1.24, -7.17], [0.70, -2.82, -1.59], [2.91, 3.25, -5.26], [-3.13, -2.83, 0.39], [2.24, -0.89, -7.40], [5.79, -6.24, 8.48], [0.04, -4.10, 3.09], [-4.41, 5.95, 4.34], [2.05, -2.50, -1.00], [-0.86, 0.36, -7.20], [3.19, 2.19, -7.36], [4.29, -2.90, 5.74], [3.32, -3.99, 5.13], [-3.88, 8.15, 3.56], [2.48, -1.06, -1.01], [1.33, -1.52, -5.28], [-3.38, -1.32, 0.89], [4.00, -1.36, 5.54], [2.03, -3.54, 4.30], [-0.21, 2.60, -7.46], [-1.02, -5.15, 2.47], [1.71, -2.03, 4.09], [-1.98, 2.06, 2.95], [-5.71, 5.54, 3.62], [-6.75, 6.65, 3.57], [-1.70, -4.63, 1.08], [2.73, -0.98, 4.72], [-0.26, -2.57, 2.93], [-3.84, 5.04, 4.54], [5.09, -5.89, 9.27], [-1.90, -5.23, 3.23], [1.97, -2.41, -5.38], [3.61, 3.15, -7.68], [-0.08, -2.30, -1.04], [2.54, -0.70, -2.04], [3.47, -0.98, -0.55], [2.20, 3.56, -4.49], [-1.96, -5.56, 0.44], [0.31, -1.80, -5.56], [-4.28, 8.48, 4.53], [0.68, -2.54, -2.65], [-7.73, 6.24, 3.30], [-1.52, 0.56, -6.35], [-0.56, -6.18, 2.24], [2.78, -1.83, -7.31], [1.40, -1.07, -8.07], [5.22, -3.17, 6.38], [-1.43, 0.50, -8.12], [3.77, 2.77, -4.78], [-0.79, 2.59, -8.38], [2.67, 1.81, -8.24], [-0.59, -0.70, -7.18], [2.94, -0.23, -7.90], [-3.97, -0.68, 0.15], [4.67, -0.52, 5.97], [-6.15, 4.72, 4.20], [-4.59, 8.38, 2.77], [4.02, 1.53, -7.10], [1.77, -0.46, -0.44], [-4.89, 5.78, 1.79], [-6.51, 7.42, 2.83], [-3.82, -1.34, 1.96], [0.57, 3.34, -7.61], [6.73, -6.33, 9.05], [-1.53, 2.68, 3.72], [3.26, 4.18, -5.73], [0.52, -3.90, -1.52], [-2.32, -0.85, 1.00], [-4.61, 6.42, 5.31], [5.97, -5.29, 7.92], [-1.24, -2.28, 2.39], [1.32, -1.27, -4.22], [-6.86, 7.14, 4.54], [2.49, 0.15, 4.59], [-0.85, 2.94, -6.64], [-2.96, 8.72, 3.36], [-4.82, 4.26, 2.31], [-0.97, -4.00, 0.46]]}



Entry 3:
{"formula": "C8H16NS2", "method": "wB97M-V/def2-TZVPD", "total_energy_ev": -31706.548, "total_charge": 1, "e_above_lowest_kj_mol": 54.7, "smiles": "CCC[N@+]1(C)SSC=C[C@@H]1C", "e_lumo_ev": -3.4, "symbols": ["S", "S", "N", "C", "C", "C", "C", "C", "C", "C", "C", "H", "H", "H", "H", "H", "H", "H", "H", "H", "H", "H", "H", "H", "H", "H", "H"], "coordinates": [[1.79, -1.21, 0.84], [3.45, -0.58, -0.11], [0.50, -0.56, -0.25], [2.00, 1.74, -0.32], [0.20, 1.41, 1.37], [0.64, 1.15, -0.06], [3.17, 1.16, -0.24], [0.83, -0.97, -1.63], [-3.19, -1.22, 0.52], [-0.77, -1.10, 0.29], [-2.10, -0.35, -0.04], [-0.74, -2.07, -0.03], [1.87, -0.87, -2.05], [4.07, 1.60, -0.67], [-1.84, 0.49, 0.47], [0.81, 0.77, 1.92], [0.65, -2.04, -1.96], [-3.97, -0.64, 0.98], [-0.10, 1.48, -0.87], [-2.72, -1.73, 1.35], [0.60, 2.44, 1.66], [-0.81, -1.07, 1.32], [-0.81, 1.48, 1.47], [-3.65, -1.91, -0.19], [2.06, 2.85, -0.33], [0.30, -0.28, -2.39], [-2.24, 0.00, -1.04]]}



Entry 4:
{"formula": "C2H2NO", "method": "wB97M-V/def2-TZVPD", "total_energy_ev": -5639.669, "total_charge": -1, "e_above_lowest_kj_mol": 252.1, "e_lumo_ev": [5.2, 5.2], "symbols": ["O", "N", "C", "C", "H", "H"], "coordinates": [[1.91, 0.11, -0.23], [0.82, -0.30, 0.34], [-1.26, -0.41, -0.26], [-0.26, 0.43, 0.12], [0.01, 1.51, -0.22], [-1.22, -1.34, 0.25]]}



Entry 5:
{"formula": "CHNO3S", "method": "wB97M-V/def2-TZVPD", "total_energy_ev": -19515.897, "total_charge": 0, "e_above_lowest_kj_mol": 449.4, "e_lumo_ev": [-0.1, -0.1], "symbols": ["S", "O", "O", "O", "N", "C", "H"], "coordinates": [[-1.38, 0.47, -0.29], [-1.88, 1.12, 0.83], [-0.86, -1.14, 0.15], [0.29, 0.91, -0.44], [0.48, -1.36, 0.27], [1.16, 0.01, -0.24], [2.18, -0.02, -0.29]]}



Entry 6:
{"formula": "C3H6BrF2N", "method": "wB97M-V/def2-TZVPD", "total_energy_ev": -80174.465, "total_charge": 0, "e_above_lowest_kj_mol": 140.9, "e_lumo_ev": 0.8, "symbols": ["Br", "F", "F", "N", "C", "C", "C", "H", "H", "H", "H", "H", "H"], "coordinates": [[-2.17, -0.70, -0.50], [-0.73, 1.98, 0.09], [1.24, 1.55, 0.81], [-0.02, -1.60, 0.99], [-0.74, -0.44, 0.78], [0.31, 1.06, 0.05], [0.75, 0.63, -1.32], [-0.32, -2.18, 1.84], [-1.16, -0.05, 1.69], [-0.12, 0.58, -1.96], [0.29, -2.07, 0.16], [1.38, 1.45, -1.65], [1.30, -0.19, -0.99]]}